Below is 11 unconnected molecules or ions with the total composition C65H151N9O13 at a distorted geometry, with properties calculated with ωB97M-V with the def2-TZVPD basis set.

Cartesian coordinates (Å):
C 4.0618 5.7729 2.4835
C 3.8354 4.5086 1.6082
C 3.5617 3.2939 2.5518
C 2.6069 4.7516 0.7312
C 2.8484 5.6214 -0.4577
C 3.9059 4.9232 -1.3381
C 5.2879 4.7315 -0.5715
C 6.0812 3.7245 -1.3918
C 5.9577 6.1100 -0.4739
N 4.9879 4.1829 0.8122
O 6.1022 3.9575 1.6288
H 4.8981 5.6316 3.1681
H 4.3918 6.5792 1.8284
H 3.2382 6.2379 3.0253
H 2.6311 3.5392 3.0636
H 3.3753 2.4066 1.9468
H 4.3548 3.1492 3.2854
H 2.1794 3.8140 0.3758
H 1.9228 5.2495 1.4184
H 1.9238 5.6276 -1.0349
H 3.1342 6.6409 -0.1987
H 3.9728 5.5342 -2.2383
H 3.4761 3.9428 -1.5431
H 5.4901 2.8089 -1.4119
H 7.0725 3.4620 -1.0224
H 6.2906 4.0091 -2.4230
H 6.7323 6.0942 -1.2406
H 6.4877 6.2672 0.4655
H 5.3018 6.9790 -0.5256
H 6.3633 3.1208 1.2371
C 1.7937 -4.1092 8.9537
C 1.8561 -4.0760 7.3996
C 0.4620 -3.7109 6.8301
C 2.7676 -2.8686 7.0685
C 4.2591 -3.2062 7.2165
C 4.6688 -4.4364 6.3866
C 3.7423 -5.6786 6.6815
C 4.1870 -6.6575 5.5379
C 4.1635 -6.3662 7.9709
N 2.3211 -5.2714 6.6220
O 1.4459 -6.3032 6.7278
H 1.2807 -5.0366 9.2082
H 2.7730 -4.0517 9.4289
H 1.1902 -3.3281 9.4160
H -0.2912 -4.4783 7.0088
H 0.2435 -2.7049 7.1881
H 0.5571 -3.6774 5.7447
H 2.6096 -2.4750 6.0645
H 2.6013 -1.9516 7.6338
H 4.8884 -2.3397 7.0129
H 4.5851 -3.3748 8.2428
H 5.7088 -4.6972 6.5825
H 4.6351 -4.2087 5.3211
H 5.2454 -6.9142 5.4918
H 3.8331 -6.2014 4.6133
H 3.6427 -7.5966 5.6374
H 3.7757 -7.3809 8.0604
H 3.9376 -5.6612 8.7710
H 5.2315 -6.5830 7.9889
H 0.9487 -6.2874 5.9067
C -0.1298 -3.4535 -8.3761
C -1.4082 -2.7135 -8.7385
C -1.1148 -1.3411 -9.2844
C -2.1144 -3.5309 -9.8922
C -3.6181 -3.4050 -10.0195
C -4.2178 -3.5919 -8.6372
C -3.7499 -2.5809 -7.5676
C -4.3664 -1.1487 -7.7833
C -4.2271 -3.1451 -6.1273
N -2.2571 -2.5526 -7.5720
O -1.6561 -1.8846 -6.5063
H 0.5919 -3.0113 -7.6893
H -0.3128 -4.4504 -7.9752
H 0.4455 -3.5463 -9.2972
H -0.6492 -0.5898 -8.6466
H -0.4943 -1.2652 -10.1773
H -2.0476 -0.8242 -9.5100
H -1.6103 -3.5251 -10.8585
H -2.0037 -4.5750 -9.5993
H -3.7817 -2.4244 -10.4666
H -3.9232 -4.1936 -10.7074
H -3.9279 -4.6233 -8.4365
H -5.2990 -3.5877 -8.7753
H -4.2164 -0.7533 -8.7880
H -3.8445 -0.4071 -7.1786
H -5.3639 -1.0665 -7.3518
H -5.3088 -3.1723 -5.9960
H -3.8372 -2.5474 -5.3033
H -3.8136 -4.1447 -5.9935
H -1.7378 -0.9607 -6.7538
C -4.5775 4.7566 0.4790
C -5.8077 4.4015 -0.2898
C -6.9187 5.2581 0.2258
C -5.4641 4.8185 -1.7483
C -6.4754 4.1460 -2.6840
C -6.4420 2.6403 -2.4816
C -6.8025 2.1591 -1.0737
C -8.3226 2.4264 -0.8283
C -6.5033 0.6654 -0.9157
N -6.0266 2.9378 -0.1382
O -6.2713 2.5018 1.1452
H -3.7010 4.2683 0.0532
H -4.3107 5.8109 0.5524
H -4.6946 4.5612 1.5450
H -7.2752 4.8502 1.1716
H -6.5654 6.2194 0.5989
H -7.7715 5.3721 -0.4435
H -5.5559 5.8996 -1.8517
H -4.4614 4.4948 -2.0273
H -7.5080 4.4875 -2.6116
H -6.0770 4.4742 -3.6441
H -5.4464 2.2353 -2.6627
H -7.0787 2.0777 -3.1644
H -8.9975 1.8828 -1.4894
H -8.6146 3.4735 -0.9087
H -8.4996 2.0075 0.1623
H -7.0868 0.1337 -1.6674
H -6.7990 0.3024 0.0686
H -5.4316 0.5572 -1.0832
H -5.5153 1.9331 1.3086
C -6.9623 5.1928 7.6824
C -5.8394 5.9800 8.3713
C -6.0888 7.5062 8.2618
C -5.8616 5.4666 9.8466
C -4.9951 4.1522 10.0789
C -3.6483 4.4064 9.6051
C -3.6200 4.7367 8.0899
C -2.1678 5.1797 7.7672
C -3.9254 3.4328 7.3567
N -4.5088 5.8327 7.7635
O -4.4616 6.2427 6.4631
H -7.9343 5.3062 8.1624
H -7.0204 5.4474 6.6241
H -6.6378 4.1525 7.6582
H -5.2650 8.1459 8.5784
H -6.1838 7.7620 7.2065
H -6.9862 7.8863 8.7499
H -5.5352 6.1853 10.5982
H -6.8700 5.1501 10.1134
H -5.0063 3.8563 11.1279
H -5.4022 3.3302 9.4901
H -3.0782 3.5194 9.8811
H -3.2473 5.2674 10.1400
H -2.1486 5.5897 6.7574
H -1.4507 4.3717 7.9120
H -1.8219 5.9483 8.4583
H -3.2959 2.6583 7.7949
H -3.6114 3.4728 6.3137
H -4.9462 3.0520 7.3882
H -4.2347 7.1749 6.4958
C 4.0488 0.7296 -6.3344
O 4.5178 1.9390 -7.1019
C 5.0100 1.5875 -8.4198
C 6.0285 2.6204 -8.9533
C 6.3004 2.5373 -10.4281
N 7.3532 2.3896 -8.3300
H 3.2243 0.2945 -6.8992
H 3.8017 0.9952 -5.3065
H 4.8418 -0.0097 -6.2225
H 5.5450 0.6380 -8.4358
H 4.0865 1.6201 -8.9979
H 5.7114 3.6039 -8.6067
H 5.3543 2.7600 -10.9214
H 6.6503 1.5861 -10.8294
H 7.0686 3.2302 -10.7713
H 7.9382 3.1805 -8.5590
H 7.1319 2.4615 -7.3472
C 9.8889 -0.3882 1.7189
O 8.6613 -0.6247 1.1652
C 8.2277 -1.9997 1.3000
C 7.2187 -2.3969 0.2132
C 5.8712 -1.6398 0.2711
N 6.8614 -3.7952 0.2941
H 10.0199 -0.7719 2.7307
H 10.0952 0.6821 1.7103
H 10.5998 -0.9778 1.1400
H 9.0857 -2.6676 1.2233
H 7.8963 -2.2201 2.3147
H 7.7684 -2.1721 -0.7008
H 5.4699 -1.6873 -0.7412
H 6.0173 -0.5924 0.5351
H 5.1779 -1.9666 1.0461
H 6.1293 -3.8554 0.9872
H 6.5156 -4.0546 -0.6187
C 4.2307 -5.2337 -4.4225
O 3.3791 -5.2045 -3.1665
C 1.9705 -5.2665 -3.3484
C 1.1837 -5.6691 -2.1321
C 1.5947 -7.0590 -1.6100
N -0.2137 -5.5349 -2.4727
H 5.2549 -4.9208 -4.2193
H 3.9356 -4.6247 -5.2769
H 4.2701 -6.2688 -4.7618
H 1.7046 -4.2524 -3.6466
H 1.6900 -5.9775 -4.1255
H 1.4041 -4.9546 -1.3389
H 2.4942 -7.0684 -0.9944
H 1.6329 -7.7809 -2.4257
H 0.8520 -7.3945 -0.8862
H -0.2732 -4.8495 -3.2121
H -0.4638 -6.3800 -2.9660
C -1.3629 -9.5482 3.2064
O -1.8382 -8.2056 3.2472
C -2.9701 -8.0061 2.3521
C -3.5354 -6.5588 2.4354
C -4.7298 -6.3486 1.5586
N -2.4651 -5.5842 2.0613
H -0.8779 -9.8257 2.2705
H -2.1539 -10.2956 3.2692
H -0.6518 -9.7816 3.9988
H -2.7892 -8.1835 1.2919
H -3.7796 -8.6505 2.6950
H -3.7667 -6.4004 3.4887
H -4.9932 -5.2916 1.5973
H -5.4844 -7.0593 1.8954
H -4.6049 -6.6476 0.5179
H -2.2249 -5.8390 1.1139
H -1.5813 -5.7675 2.5145
O -0.9405 3.1273 -6.0415
C -1.0883 4.4679 -6.4988
C -0.1997 4.8521 -7.6687
O 1.0579 5.3315 -7.2686
H -1.4269 2.9888 -5.2255
H -2.1124 4.4684 -6.8722
H -0.9950 5.3042 -5.8061
H -0.7049 5.6695 -8.1831
H 0.0230 4.1029 -8.4284
H 1.4351 4.6032 -6.7696
O -1.7019 1.1690 -0.8045
C -0.9512 0.0600 -0.3571
C -1.2085 0.0876 1.2291
O -2.4056 -0.5477 1.6668
H -2.4894 1.2148 -0.2573
H -1.3021 -0.8922 -0.7548
H 0.1334 0.1615 -0.3961
H -1.2034 1.0627 1.7163
H -0.3851 -0.5154 1.6118
H -2.2747 -1.4987 1.6739

HOMO-LUMO gap: 7.9 eV
SMILES: CC1(C)CCCC(C)(C)N1O.CC1(C)CCCC(C)(C)N1O.CC1(C)CCCC(C)(C)N1O.CC1(C)CCCC(C)(C)N1O.CC1(C)CCCC(C)(C)N1O.COC[C@H](C)N.COC[C@H](C)N.COC[C@H](C)N.COC[C@H](C)N.OCCO.OCCO
E_tot: -109867.69429 eV